{"formula": "C5H26NO7S2", "method": "the ωB97M-V functional and the def2-TZVPD basis", "mol_weight_g_mol": 276.40, "e_above_lowest_ev": 4.125, "gap_ev": 6.10, "homo_ev": -3.673, "charge": -1, "species": ["C", "C", "S", "C", "N", "C", "C", "S", "H", "H", "H", "H", "H", "H", "H", "H", "H", "H", "H", "H", "H", "H", "O", "H", "H", "O", "H", "H", "O", "H", "H", "O", "H", "H", "O", "H", "H", "O", "H", "H", "O"], "positions_angstrom": [[-0.80872, -1.66016, 0.43437], [-1.77668, -2.37818, -0.37835], [-1.73974, -3.94791, 0.71793], [-0.38621, -0.20627, -0.20973], [0.75449, -0.31637, -1.33664], [2.13379, 0.11573, -1.08425], [2.94408, -0.52393, 0.19102], [3.80332, 0.74645, 1.29440], [-1.36857, -1.23716, 1.30472], [0.19194, -2.22516, 0.74736], [-2.75445, -1.87787, -0.51154], [-1.48332, -2.59623, -1.43314], [-2.14767, -3.49572, 1.88676], [-0.08828, 0.50826, 0.52145], [-1.29359, 0.08723, -0.73982], [0.84804, -1.28685, -1.59595], [2.23652, 1.24258, -1.07660], [2.61349, -0.23227, -2.08906], [3.71617, -1.16572, -0.15012], [2.22845, -0.94985, 0.82581], [2.10780, 0.57401, 2.43148], [1.64539, 0.77007, 3.97406], [1.37607, 0.85207, 2.99008], [1.41587, 2.25198, 1.46629], [1.96933, 2.53452, 0.02580], [1.35246, 2.75376, 0.65516], [-1.69779, 3.06657, 1.21283], [-1.47140, 2.08935, 2.30198], [-2.16693, 2.65076, 1.93104], [-1.09225, 3.28486, -1.15323], [-0.17042, 3.28138, 0.16647], [-1.06523, 3.48590, -0.17049], [-3.69839, 0.14928, 1.69431], [-4.60061, -0.60895, 0.79606], [-4.18457, -0.62290, 1.63791], [-1.67565, 1.91024, -3.58078], [-0.39088, 1.10099, -3.50635], [-0.78926, 1.96444, -3.31093], [1.99266, -3.80133, -1.68068], [1.51457, -2.73352, -2.57299], [2.00618, -3.55410, -2.62663]], "lowdin_charge": [-0.388, -0.503, 0.664, -0.110, -0.082, -0.282, -0.588, 0.275, 0.097, 0.124, 0.072, 0.086, -0.165, 0.064, 0.084, 0.030, 0.070, 0.117, 0.002, -0.014, -0.170, 0.081, -0.183, -0.005, -0.045, -0.048, -0.067, 0.021, -0.080, 0.072, -0.003, -0.099, -0.016, 0.020, -0.008, -0.001, 0.036, -0.043, 0.051, -0.006, -0.061]}